# 1
C4H8N2O | wB97M-V/def2-TZVPD

```
15
Properties=species:S:1:pos:R:3:forces:R:3:nbo_charge:R:1
O -1.622247 0.830073 -2.155704 0.192 -0.118 0.140 -0.662
C -0.905091 0.362845 -1.283435 0.069 -0.017 0.129 0.776
N 0.461233 0.286445 -1.388596 -0.139 0.204 -0.110 -0.647
C 1.271191 -0.292829 -0.331532 0.153 -0.030 -0.129 -0.216
C 0.722340 0.169961 1.008763 0.055 0.005 0.074 -0.417
C -0.698401 -0.348803 1.139333 0.011 -0.103 0.154 -0.208
N -1.417516 -0.164862 -0.114678 -0.181 0.111 -0.162 -0.651
H 0.858285 0.789874 -2.168248 -0.035 -0.200 0.190 0.412
H 1.240376 -1.393068 -0.410920 0.117 0.251 0.154 0.187
H 2.310704 0.031347 -0.434086 -0.171 -0.073 -0.184 0.211
H 0.752521 1.265448 1.029979 -0.064 -0.137 0.021 0.209
H 1.334598 -0.201144 1.834974 -0.074 0.005 -0.069 0.218
H -1.232673 0.163625 1.948819 0.093 -0.060 -0.136 0.200
H -0.654926 -1.416363 1.400664 -0.081 0.148 -0.067 0.182
H -2.420393 -0.082549 -0.075333 0.054 0.015 -0.005 0.406
```
Forces are in eV/Å.

The net charge is 0. The structure (SMILES) is O=C1NCCCN1. The largest force on an atom is 0.006 Eh/bohr. For the HOMO energy, the calculation gives -0.3445 Ha.


# 2
C6H10O3 | wB97M-V/def2-TZVPD

```
19
Properties=species:S:1:pos:R:3:forces:R:3:nbo_charge:R:1
C -1.237782 0.092426 -1.237704 -5.948 0.161 4.342 -0.150
C -0.631786 0.620746 1.073440 -0.093 0.647 -1.878 0.312
C 0.822504 1.224755 0.598758 -0.790 0.523 1.817 -0.435
C 1.916016 0.249638 0.276608 -0.698 2.667 -4.265 -0.459
C 1.340239 -0.154054 -1.054813 0.164 1.623 -6.717 -0.342
C -0.126951 -0.746486 -0.988730 6.574 -4.266 -2.238 -0.029
H -1.141586 0.727275 -2.115870 -0.242 -0.217 0.148 0.237
H -2.180107 -0.658631 -1.125966 1.867 2.070 -1.186 0.240
H -1.034967 1.250610 1.862448 0.396 -0.837 0.974 0.214
H 0.617137 1.797042 -0.367663 0.053 0.001 2.282 0.218
H 1.357073 1.825631 1.349093 -1.370 0.561 0.275 0.231
H 2.907347 0.710841 0.284380 -0.234 0.483 -0.809 0.219
H 2.054986 -0.455220 0.939812 -0.045 -4.061 3.360 0.231
H 2.006228 -0.870754 -2.118426 -1.641 2.262 3.741 0.202
H 0.989472 1.019228 -1.517538 2.168 -3.700 -0.242 0.163
H -0.126362 -1.499907 -1.963570 -0.286 1.557 2.411 0.243
O -1.625856 0.990500 0.070230 2.513 -2.256 -1.993 -0.554
O 0.125801 -1.606762 0.149489 -4.642 1.896 2.350 -0.268
O -0.742778 -0.829771 1.376275 2.253 0.886 -2.374 -0.273
```
Forces are in eV/Å.

The net charge is 0. The largest force on an atom is 0.158 Eh/bohr. For the HOMO energy, the calculation gives -0.3604 Ha.